# 1
{"formula": "C4H22N2O5", "method": "ωB97M-V with the def2-TZVPD basis set", "total_charge": 2, "e_above_lowest_kcal_mol": 0.00, "lumo_energy_ev": -5.512, "symbols": ["H", "C", "H", "H", "H", "H", "C", "O", "H", "C", "N", "H", "H", "H", "H", "H", "O", "O", "H", "H", "H", "H", "H", "H", "N", "O", "H", "C", "H", "H", "O", "H", "H"], "coordinates": [[-1.908018, -0.762543, 2.034004], [-0.019318, -1.687887, 0.482881], [-2.079239, 1.250718, 3.976845], [-4.299487, 1.236586, -0.743098], [-0.531257, -2.314303, 1.211330], [-2.328882, 0.604614, 1.179516], [0.780304, 1.648067, -0.359259], [3.639805, -1.265918, -0.861819], [1.511458, -0.128134, -4.201552], [-0.737472, -0.299607, 0.293473], [-2.044983, -0.373498, 1.101581], [0.008935, 1.718098, -1.121800], [2.105377, 1.101150, -1.880790], [3.621805, -1.550749, -1.783043], [1.007512, -1.477673, 0.788121], [0.592811, -0.982653, -3.341985], [-1.488358, 0.582110, 3.606741], [-0.050386, -2.259499, -0.815200], [-2.845183, -0.796411, 0.632846], [2.789075, 1.002614, -0.366778], [1.736258, -0.139304, -0.932496], [-0.864532, 0.379576, 4.314146], [-0.517307, 1.484671, 1.426316], [0.879271, 0.479701, 1.450469], [1.929246, 0.864228, -0.901427], [-3.502350, 1.453855, -0.240905], [4.174003, -1.915075, -0.388433], [0.112714, 0.875071, 0.780491], [-1.113907, -0.348111, -0.725210], [1.079514, 2.667948, -0.152464], [1.339972, -0.369806, -3.281972], [-3.419540, 2.411727, -0.330610], [0.442159, -3.089570, -0.849928]], "forces_ev_per_a": [[-0.081, 0.198, 0.200], [-0.082, 0.931, -1.096], [0.021, -0.101, 0.106], [0.023, 0.027, 0.077], [0.082, -0.072, 0.170], [-0.487, -0.111, 0.367], [-1.207, -0.351, -0.072], [-0.316, 0.034, 0.053], [0.083, -0.005, 0.016], [-0.620, -2.455, 0.984], [0.535, 1.039, -0.241], [0.294, 0.061, -0.499], [0.055, -0.015, -0.011], [0.171, -0.119, 0.003], [0.044, -0.375, 0.234], [0.157, 0.033, 0.091], [0.075, 0.055, -0.041], [0.163, -0.083, -0.027], [0.342, -0.440, -0.220], [0.006, -0.175, -0.009], [0.232, -0.122, 0.021], [-0.072, 0.032, 0.079], [0.235, 0.520, -0.227], [-0.031, 0.096, 0.123], [-0.152, 0.479, -0.122], [0.037, 0.202, -0.162], [0.061, 0.056, -0.108], [0.099, 0.010, 0.189], [0.443, 0.781, -0.258], [0.302, -0.056, 0.400], [-0.225, -0.048, -0.154], [-0.110, -0.029, -0.003], [-0.076, 0.001, 0.136]], "mulliken_charge": [0.41, -0.83, 0.30, 0.28, 0.38, 0.32, -0.86, -0.60, 0.30, 0.42, -0.31, 0.40, 0.34, 0.31, 0.39, 0.28, -0.58, -0.53, 0.35, 0.39, 0.25, 0.29, 0.57, 0.47, -0.16, -0.60, 0.32, -1.21, 0.40, 0.43, -0.57, 0.30, 0.34]}

---

# 2
{"formula": "C4H10O2PtSe4", "method": "ωB97M-V with the def2-TZVPD basis set", "total_charge": 2, "e_above_lowest_kcal_mol": 16.25, "lumo_energy_ev": [-10.607, -10.606], "symbols": ["O", "Se", "C", "H", "C", "H", "H", "H", "Pt", "H", "Se", "H", "C", "Se", "H", "C", "O", "H", "Se", "H", "H"], "coordinates": [[0.450680, -1.003766, -0.920917], [-2.258368, 3.093175, -3.281487], [0.683312, -0.767840, 1.477904], [2.426091, -0.286877, -0.819862], [1.817870, -0.969470, -1.413668], [1.699901, -0.383888, 1.414027], [1.764792, -0.644389, -2.448348], [-2.098830, -0.506093, 1.387536], [-0.370364, 0.960635, -0.684201], [0.548333, -1.221499, 2.458781], [0.146285, 3.219838, -0.590625], [-1.954470, 1.133577, 2.099598], [-1.486816, 0.158873, 1.997589], [-1.832565, 1.021412, -2.476328], [0.983037, -2.601954, 0.291706], [0.324957, -1.734914, 0.327632], [-0.192390, 0.384732, 1.374982], [2.212200, -1.982309, -1.363242], [-0.849680, 4.488535, -2.182510], [-1.309610, -0.271493, 2.980885], [-0.704363, -2.086284, 0.370547]], "forces_ev_per_a": [[-0.627, -0.379, 0.221], [0.681, 0.332, 0.098], [-0.305, -0.572, -0.500], [0.013, -0.038, -0.032], [0.034, 0.089, -0.227], [-0.001, -0.051, -0.113], [0.044, 0.034, 0.020], [0.002, 0.017, 0.054], [-0.099, 0.296, -0.214], [-0.016, -0.076, -0.042], [-0.104, 0.150, 0.384], [-0.042, -0.032, -0.023], [-0.144, 0.213, 0.001], [0.089, -0.245, -0.321], [0.038, 0.034, 0.072], [0.348, 0.467, 0.570], [0.756, 0.066, 0.051], [0.016, 0.021, -0.042], [-0.636, -0.437, -0.049], [-0.034, 0.028, 0.008], [-0.012, 0.083, 0.083]], "mulliken_charge": [-0.44, 0.24, -0.44, 0.34, -0.72, 0.28, 0.27, 0.34, 1.15, 0.43, 0.11, 0.27, -0.72, 0.11, 0.43, -0.44, -0.45, 0.35, 0.25, 0.35, 0.28]}